Entry 1:
Molecular formula: C6H21NO5
Method: DFT, ωB97M-V/def2-TZVPD

orbital gap: 9.11 eV
LUMO: 0.2 eV
structure (SMILES): C/C=C/C[C@H](N)CO.O.O.O.O
highest occupied orbital energy: -9.0 eV
F_max: 1.97 eV/Å

Structure (XYZ):
```
33
C6H21NO5 (ωB97M-V/def2-TZVPD)
C -2.8082 0.6718 0.5187
C -1.8405 0.2414 1.6009
C -0.5996 0.6982 1.7169
C 0.3241 0.0631 2.7516
C 1.6842 -0.3245 2.1535
N 2.3960 0.8126 1.6467
C 1.4151 -1.4384 1.1443
O 2.5716 -1.8699 0.4073
H -3.2058 -0.2638 0.1177
H -3.6380 1.2002 0.9858
H -2.3383 1.1642 -0.3263
H -2.1277 -0.6470 2.1352
H -0.1681 1.4678 1.1005
H 0.3709 0.8051 3.5593
H -0.0767 -0.8379 3.2164
H 2.1882 -0.8184 3.0038
H 3.2903 0.6624 1.2126
H 2.2874 1.6611 2.1736
H 0.6548 -1.1515 0.4431
H 1.1147 -2.3102 1.7286
H 3.3428 -1.7018 0.9586
O -0.9495 -1.6350 -1.6539
H -0.3083 -2.2316 -2.0675
H -0.4312 -0.7949 -1.6889
O 0.2436 0.7583 -1.2049
H 0.7780 0.9339 -2.0061
H 0.7923 0.7900 -0.4108
O -2.5663 -0.2130 -3.7458
H -2.0792 -0.9004 -3.2733
H -1.9442 0.4785 -3.9924
O 0.4932 1.4106 -3.7706
H 0.9931 1.0327 -4.4974
H 0.1411 2.2866 -3.9370
```

---

Entry 2:
Molecular formula: C6H22NO3
Method: DFT, ωB97M-V/def2-TZVPD

orbital gap: 11.20 eV
LUMO: -2.8 eV
charge: +1
highest occupied orbital energy: -14.0 eV
F_max: 3.37 eV/Å

Structure (XYZ):
```
32
C6H22NO3 (ωB97M-V/def2-TZVPD)
C 0.3076 -0.0023 -2.1670
C 0.5633 -0.5836 -0.7959
C -0.3746 -0.3900 0.4429
C -0.1384 -1.6910 1.2348
C -0.1097 0.8556 1.2831
C -0.8368 2.1300 0.8852
N 2.0814 -0.1654 -0.5518
H 1.0552 -0.3886 -2.8584
H 0.1104 1.0894 -2.1876
H -0.6859 -0.3464 -2.4616
H 0.6148 -1.6650 -0.9234
H -1.4448 -0.4747 0.2037
H -0.6514 -2.5394 0.8020
H -0.6639 -1.5360 2.1956
H 0.8524 -1.7198 1.7132
H 0.9672 0.9922 1.3640
H -0.3188 0.6185 2.3408
H -1.7862 1.8973 1.3524
H -0.8866 2.4793 -0.1305
H -0.5378 2.9445 1.5860
H 2.6774 -0.7414 -1.1301
H 2.3793 -0.3031 0.4223
H 2.1618 0.8260 -0.7492
H 2.8495 2.2558 1.4675
H 3.5049 0.9804 2.1000
O 3.1495 1.3576 1.2831
H -4.1664 0.4702 -0.0898
H -3.9789 1.4744 0.9401
O -3.4807 0.7500 0.5344
H -1.0556 -3.2544 -3.4131
H -1.3890 -2.6618 -1.9799
O -0.7692 -2.6585 -2.7128
```

---

Entry 3:
Molecular formula: C6H22NO6
Method: DFT, ωB97M-V/def2-TZVPD

orbital gap: 8.26 eV
LUMO: -4.9 eV
charge: +1
highest occupied orbital energy: -13.2 eV
F_max: 6.04 eV/Å

Structure (XYZ):
```
35
C6H22NO6 (ωB97M-V/def2-TZVPD)
C -2.1071 1.4393 1.6503
O -2.7598 0.3915 1.0109
C -0.7550 0.9473 2.2378
C 0.3909 0.8626 1.1068
C 0.2305 -0.4522 0.4336
C -0.0732 -0.4164 -0.9206
C 0.3967 -2.8215 0.8132
N 0.7305 -1.5862 1.1150
H -1.8169 2.1603 0.8970
H -2.7368 1.8643 2.4355
H -3.6496 0.6349 0.8712
H -0.4342 1.7421 3.0293
H -0.8009 -0.0553 2.8075
H 0.3258 1.6642 0.2146
H 1.3948 1.0949 1.5325
H -0.0066 -1.1546 -1.6021
H -0.2723 0.5649 -1.3972
H -0.2927 -3.1710 -0.0130
H 0.8274 -3.6306 1.4145
H 1.4786 -1.4473 1.7973
H 3.9466 -0.1014 -2.0639
H 2.8869 0.7514 -1.3082
O 3.6873 0.3562 -1.2831
H -3.3708 1.1427 -2.7400
H -2.1727 0.7704 -1.7530
O -2.6314 1.4932 -2.1298
H 0.9576 -0.0999 -3.2193
H 2.4099 0.2633 -3.5674
O 1.5678 0.5409 -2.9937
H 3.4148 0.3222 1.9787
H 3.6059 0.0910 0.3773
O 3.4791 -0.4467 1.2570
H -2.1589 -0.9847 -0.1121
H -3.3304 -1.2273 -1.0563
O -2.3619 -1.5027 -0.8202
```

---

Entry 4:
Molecular formula: C6H23NO5
Method: DFT, ωB97M-V/def2-TZVPD

orbital gap: 7.79 eV
LUMO: 0.0 eV
structure (SMILES): CCC(=CN)CC.O.O.O.O.O
highest occupied orbital energy: -7.7 eV
F_max: 6.46 eV/Å

Structure (XYZ):
```
35
C6H23NO5 (ωB97M-V/def2-TZVPD)
C -2.5590 -0.6583 2.1684
C -1.6282 0.3705 1.6115
C -1.1042 0.1399 0.2768
C 0.2162 0.2955 -0.0316
N 1.1964 0.4185 0.8544
C -2.1493 -0.4722 -0.6552
C -1.7648 -0.6285 -2.1174
H -2.8085 -0.1887 3.1389
H -3.5739 -0.6909 1.5347
H -2.1399 -1.6139 2.0485
H -2.0631 1.4060 1.3528
H -0.6540 0.5065 2.3308
H 0.5618 0.1554 -0.9942
H 2.0806 0.1098 0.4976
H 0.9958 -0.0287 1.7881
H -2.2032 -1.5594 -0.2785
H -3.0656 0.1257 -0.5299
H -1.2085 0.2940 -2.3931
H -2.5868 -0.8843 -2.8521
H -0.9966 -1.4569 -2.2550
O 3.8124 -0.4950 -0.9744
H 3.8544 0.0407 -1.6653
H 4.1315 -0.0664 -0.2135
O 1.8673 1.8536 3.4813
H 1.8569 0.8877 3.6080
H 1.5788 1.8822 2.4913
O 1.2255 -0.8147 -2.9276
H 0.9163 -0.9445 -3.8969
H 1.8219 -0.1600 -2.9013
O 0.1305 3.5868 -0.8003
H -0.7217 3.3892 -0.9515
H 0.3210 2.9164 -0.1103
O 1.1770 -2.7714 -0.0488
H 2.1201 -3.1082 -0.3038
H 1.3628 -1.8365 -0.2825
```

---

Entry 5:
Molecular formula: C6H24BCsN4O4
Method: DFT, ωB97M-V/def2-TZVPD

orbital gap: 8.70 eV
LUMO: -0.6 eV
highest occupied orbital energy: -9.3 eV
F_max: 2.49 eV/Å

Structure (XYZ):
```
40
C6H24BCsN4O4 (ωB97M-V/def2-TZVPD)
Cs 1.4423 2.7304 -1.4308
B -0.4961 0.6948 0.0593
H -0.6781 1.7662 -0.2279
H -1.0125 -0.0403 -0.6522
H 0.6127 0.5020 -0.0474
H -0.7217 0.5276 1.1741
C -0.4899 -2.2969 -2.9786
O -0.1644 -2.9176 -3.9881
N -1.5900 -2.5162 -2.1865
N 0.1892 -1.1958 -2.5906
H -2.0899 -3.3681 -2.3728
H -1.7748 -1.9728 -1.3649
H -0.1027 -0.6168 -1.8161
H 0.8975 -0.9120 -3.2458
C 2.0654 2.6786 2.7420
O 2.2825 3.0370 1.5835
N 1.1183 1.7948 3.1026
N 2.7690 3.1917 3.8042
H 0.5155 1.3477 2.4275
H 1.1454 1.4777 4.0530
H 2.3777 3.1744 4.7252
H 3.5555 3.7660 3.5635
C -3.3353 0.9405 -2.8166
C -3.7979 0.8785 -1.3831
O -3.0716 1.7352 -0.5387
H -3.2845 1.8715 -3.3892
H -4.0375 0.3371 -3.4058
H -2.3538 0.4822 -2.9582
H -3.5185 -0.1621 -1.1524
H -4.8729 0.9213 -1.2111
H -2.1971 1.3442 -0.3754
C 2.8486 -2.9494 1.8296
C 2.3153 -1.6998 1.1557
O 0.8903 -1.6904 1.1822
H 3.9224 -2.7919 1.9160
H 2.5958 -3.8172 1.2190
H 2.3284 -3.0640 2.7784
H 2.5689 -1.4959 0.1111
H 2.6120 -0.8643 1.8063
H 0.5364 -0.8280 0.8991
```

---

Entry 6:
Molecular formula: C6H24ClN12O10
Method: DFT, ωB97M-V/def2-TZVPD

orbital gap: 9.12 eV
LUMO: 2.2 eV
charge: -1
highest occupied orbital energy: -6.9 eV
F_max: 2.94 eV/Å

Structure (XYZ):
```
53
C6H24ClN12O10 (ωB97M-V/def2-TZVPD)
Cl -27.7245 7.0777 -36.0777
O -27.0247 6.7611 -37.2832
O -26.7063 7.2089 -35.0727
O -28.4837 8.2825 -36.1999
O -28.6594 6.0467 -35.7715
C -28.2829 9.6209 -32.4811
O -28.5880 10.6878 -31.9502
N -29.1119 8.9268 -33.2984
N -27.0449 9.0891 -32.3922
H -28.7185 8.6059 -34.1708
H -30.0105 9.3854 -33.3077
H -26.7753 8.2784 -32.9234
H -26.3730 9.7379 -32.0190
C -23.7454 8.8775 -38.4680
O -24.6847 9.1469 -39.2270
N -22.7486 9.7416 -38.1229
N -23.7063 7.6973 -37.8362
H -21.8705 9.5374 -37.6879
H -22.9827 10.6883 -38.3769
H -22.8708 7.2968 -37.4529
H -24.5880 7.2099 -37.8984
C -29.7059 2.0031 -33.7978
O -30.4771 1.4767 -33.0155
N -29.2596 1.3806 -34.9350
N -29.1240 3.2265 -33.6822
H -28.4510 1.7759 -35.3959
H -29.5088 0.4907 -35.3227
H -28.9099 3.6291 -34.5786
H -29.4369 3.8190 -32.9322
C -26.6582 3.0366 -36.2096
O -26.3961 1.8329 -36.0036
N -26.3014 4.0144 -35.4051
N -27.2329 3.4315 -37.3718
H -25.8502 3.7225 -34.5524
H -26.3958 5.0102 -35.5067
H -27.6837 4.3360 -37.3486
H -27.6306 2.7326 -37.9740
C -27.6371 11.0011 -38.7747
O -27.1319 11.7286 -39.6432
N -28.9409 11.1507 -38.4687
N -27.0442 10.0021 -38.0887
H -29.3863 11.8679 -39.0148
H -29.1179 10.8841 -37.5137
H -26.0626 9.8841 -38.3288
H -27.5155 9.4780 -37.3733
C -28.3705 7.0330 -41.2236
O -29.4550 6.8798 -41.8002
N -27.1805 6.9359 -41.8327
N -28.2138 7.3782 -39.9383
H -26.3523 6.8978 -41.2690
H -27.1481 6.6527 -42.7970
H -27.3922 7.3974 -39.3657
H -29.1175 7.5402 -39.5165
```

---

Entry 7:
Molecular formula: C6H24ClO6
Method: DFT, ωB97M-V/def2-TZVPD

orbital gap: 7.39 eV
LUMO: 3.4 eV
charge: -1
highest occupied orbital energy: -4.0 eV
F_max: 9.94 eV/Å

Structure (XYZ):
```
37
C6H24ClO6 (ωB97M-V/def2-TZVPD)
Cl -0.2404 -0.1470 -0.2063
C 1.5929 -1.9137 1.6168
O 0.2554 -2.2779 1.2672
H 1.5662 -0.9048 2.0285
H 1.9719 -2.4771 2.4695
H 2.2978 -1.9569 0.7865
H -0.1505 -1.5777 0.7509
C 0.8925 -2.0795 -2.2520
O -0.3077 -2.1372 -1.5527
H 1.4149 -1.1430 -2.0566
H 1.5937 -2.9103 -2.1730
H 0.6251 -2.0387 -3.3079
H -0.3054 -1.3773 -0.9661
C -2.4095 -0.7844 2.1308
O -1.3742 -1.4336 1.4397
H -2.4495 -1.2097 3.1336
H -2.2781 0.2964 2.1831
H -3.3601 -1.0618 1.6753
H -0.9568 -0.7989 0.8527
C -2.8589 1.9062 -0.3948
O -2.4347 0.8385 0.4597
H -3.1314 1.5188 -1.3765
H -3.7485 2.2769 0.1143
H -2.2038 2.7765 -0.3549
H -1.5915 0.4743 0.1805
C 2.6965 0.5585 -0.9328
O 2.1335 -0.1750 0.1461
H 2.6304 0.0534 -1.8964
H 2.2939 1.5712 -0.9561
H 3.7654 0.7316 -0.8082
H 1.1975 -0.2353 -0.0585
C 0.6144 2.9074 -0.2056
O -0.3612 2.1790 -0.8752
H 0.6746 2.7247 0.8673
H 1.5551 2.5747 -0.6443
H 0.4547 3.9834 -0.2741
H -0.0646 1.2682 -0.8108
```

---

Entry 8:
Molecular formula: C6H24FN12O6
Method: DFT, ωB97M-V/def2-TZVPD

orbital gap: 9.72 eV
LUMO: 2.6 eV
charge: -1
highest occupied orbital energy: -7.1 eV
F_max: 2.33 eV/Å

Structure (XYZ):
```
49
C6H24FN12O6 (ωB97M-V/def2-TZVPD)
F 1.0270 24.5232 2.1094
C 2.4416 26.8910 4.7103
O 2.8412 27.9695 5.1794
N 1.8154 25.9896 5.4972
N 2.5505 26.5481 3.4038
H 1.7400 26.2179 6.4682
H 1.4633 25.1341 5.1059
H 2.8377 27.2091 2.7100
H 2.0562 25.7107 3.0934
C 1.5688 26.5496 -0.9801
O 1.7242 26.9986 -2.1200
N 1.8396 25.2589 -0.6383
N 1.0740 27.3106 0.0490
H 1.4792 25.0210 0.2802
H 2.0065 24.5719 -1.3470
H 1.0453 26.9000 0.9634
H 1.1789 28.2809 -0.2029
C 0.0821 21.9637 -0.3326
O 0.7424 22.6556 -1.1068
N -0.5357 20.8055 -0.7031
N -0.1746 22.3662 0.9349
H -1.0493 20.2471 -0.0477
H -0.6749 20.6201 -1.6787
H -0.8820 21.8919 1.4648
H 0.2886 23.1975 1.3288
C 0.7284 20.2288 3.7580
O 0.6397 19.3434 4.6034
N 0.8578 19.9715 2.4119
N 0.5663 21.5645 4.0063
H 1.3296 19.1581 2.0689
H 0.5739 20.7409 1.8040
H 0.2308 21.7922 4.9314
H 1.2465 22.2417 3.6901
C 4.1445 22.0908 1.4624
O 3.9523 21.3203 2.4087
N 5.1736 22.0036 0.5749
N 3.2748 23.1161 1.2368
H 5.1533 22.4768 -0.3048
H 6.0069 21.5697 0.9289
H 2.2928 23.0669 1.4566
H 3.3882 23.6234 0.3705
C -1.9939 25.8327 3.6243
O -3.0789 26.2286 4.0622
N -1.3410 24.6760 3.9408
N -1.2008 26.6914 2.9216
H -1.7106 24.0429 4.6273
H -0.6169 24.3260 3.3284
H -1.7534 27.3092 2.3475
H -0.2652 26.4410 2.6452
```

---

Entry 9:
Molecular formula: C6H24N13NiO9
Method: DFT, ωB97M-V/def2-TZVPD

orbital gap (alpha / beta): 7.97 / 6.58 eV
LUMO (alpha / beta): -3.2 / -4.6 eV
2S+1: 3
charge: +1
highest occupied orbital energy (alpha / beta): -11.2 / -11.2 eV
F_max: 2.47 eV/Å
⟨S²⟩: 2.003

Structure (XYZ):
```
53
C6H24N13NiO9 (ωB97M-V/def2-TZVPD)
Ni 0.2225 -2.4926 -0.6316
N -0.3909 0.6218 -0.8026
O 0.6613 1.2465 -0.6628
O -0.4046 -0.6328 -1.0227
O -1.5019 1.1078 -0.5594
C -0.3257 -2.1236 2.4739
O 0.1776 -2.1060 1.3153
N 0.2555 -1.5883 3.5391
N -1.5146 -2.7759 2.6294
H 1.0612 -1.0145 3.3488
H -0.2089 -1.5209 4.4274
H -1.9823 -2.6622 3.5123
H -1.9512 -2.9889 1.7543
C 3.0797 -1.3194 -1.4550
O 2.1374 -1.8719 -0.8469
N 3.2391 0.0063 -1.4300
N 4.0865 -2.0493 -1.9925
H 2.5376 0.6612 -1.1092
H 4.1563 0.3365 -1.6788
H 4.8381 -1.6317 -2.5081
H 4.0772 -3.0271 -1.7645
C 0.3665 -3.0323 -3.7171
O 0.0860 -3.0144 -2.5073
N 1.5837 -3.3633 -4.2001
N -0.4767 -2.5933 -4.6708
H 2.3257 -3.6214 -3.5736
H 1.7254 -3.5307 -5.1781
H -0.4338 -2.8814 -5.6311
H -1.3626 -2.1963 -4.3980
C 1.9936 1.4342 3.4345
O 1.0781 1.1666 4.2098
N 3.2205 1.8571 3.8603
N 1.9904 1.1370 2.1023
H 3.2805 2.1118 4.8325
H 3.9808 2.1195 3.2652
H 1.1913 0.7041 1.6778
H 2.8181 1.3233 1.5737
C -2.6450 1.6334 2.9502
O -3.2252 1.6202 4.0345
N -3.1556 2.1212 1.7856
N -1.3521 1.2808 2.8161
H -4.1577 2.0840 1.7100
H -2.5224 2.2617 1.0269
H -0.6832 1.1899 3.5713
H -0.8569 1.2338 1.9420
C -3.4783 3.5536 -2.4351
O -3.7744 4.6078 -2.9819
N -3.2593 3.4526 -1.1067
N -3.2425 2.3687 -3.1186
H -3.0299 2.5925 -0.6495
H -3.4822 4.2679 -0.5621
H -3.2771 1.5755 -2.5055
H -3.4753 2.3609 -4.0935
```

---

Entry 10:
Molecular formula: C6H24O6
Method: DFT, ωB97M-V/def2-TZVPD

orbital gap: 10.23 eV
LUMO: 0.3 eV
structure (SMILES): CCO.CCO.CCO.O.O.O
highest occupied orbital energy: -9.9 eV
F_max: 2.69 eV/Å

Structure (XYZ):
```
36
C6H24O6 (ωB97M-V/def2-TZVPD)
C 4.2052 -23.5272 3.1724
C 5.0527 -23.7744 4.3938
O 5.0327 -25.1247 4.7709
H 3.2029 -23.9520 3.2271
H 4.6916 -23.8889 2.2665
H 3.9042 -22.4952 2.9918
H 4.6085 -23.1395 5.1604
H 6.0112 -23.2558 4.4173
H 4.8402 -25.3067 5.6936
C 1.7939 -27.1780 4.6113
C 2.4933 -28.5032 4.6368
O 1.6517 -29.5774 4.1507
H 2.4439 -26.3169 4.7668
H 1.0123 -27.0008 5.3500
H 1.4318 -26.9807 3.6023
H 2.9726 -28.7458 5.5852
H 3.3883 -28.4316 4.0187
H 2.1070 -30.4112 4.2882
C 3.5150 -18.9240 3.4289
C 2.4504 -19.7391 2.6134
O 1.8319 -20.6681 3.4968
H 3.0315 -18.2897 4.1719
H 4.0335 -18.2988 2.7021
H 4.2221 -19.5840 3.9314
H 2.9857 -20.3648 1.8992
H 1.7845 -19.0041 2.1612
H 0.9532 -20.8847 3.1765
O -1.2487 -25.4467 5.5395
H -1.6787 -24.9990 6.2681
H -0.4453 -24.9477 5.3917
O -1.1778 -26.4537 3.0748
H -0.5078 -26.0052 2.5590
H -1.3683 -25.8528 3.7951
O 1.1030 -23.9424 4.7898
H 1.5702 -23.1557 4.5084
H 1.2395 -24.5695 4.0796
```

---

Entry 11:
Molecular formula: C6H24O6
Method: DFT, ωB97M-V/def2-TZVPD

orbital gap: 10.31 eV
LUMO: 0.7 eV
structure (SMILES): CO.CO.CO.CO.CO.CO
highest occupied orbital energy: -9.7 eV
F_max: 0.68 eV/Å

Structure (XYZ):
```
36
C6H24O6 (ωB97M-V/def2-TZVPD)
C -1.2586 0.2848 0.3256
O 0.0078 0.9016 0.3920
H -2.0591 1.0309 0.3573
H -1.4124 -0.2860 -0.6027
H -1.3456 -0.4301 1.1405
H 0.1955 1.3338 -0.4553
C 3.5537 1.3732 -1.2707
O 3.2439 2.5840 -1.9709
H 4.2483 0.7996 -1.8822
H 4.0454 1.5682 -0.3164
H 2.6545 0.7824 -1.0920
H 3.1588 3.2955 -1.3323
C 0.0781 0.7959 4.0907
O 1.3933 1.1064 4.5491
H -0.6769 1.2413 4.7424
H -0.0242 1.1986 3.0863
H -0.0660 -0.2881 4.0713
H 1.3667 1.1863 5.5046
C 0.9899 -2.3526 0.7635
O 1.7419 -1.2308 1.1554
H 1.5910 -3.2377 0.9610
H 0.0568 -2.4525 1.3368
H 0.7337 -2.3380 -0.3047
H 1.2242 -0.4357 0.9554
C -0.2512 1.5536 -3.2372
O 0.3365 2.1251 -2.0642
H -1.0704 0.9063 -2.9323
H -0.6581 2.3164 -3.9057
H 0.4674 0.9523 -3.8021
H 0.9651 2.7964 -2.3440
C -3.6787 -2.8289 -0.6900
O -3.9096 -2.8114 -2.0874
H -2.6390 -2.5689 -0.5026
H -4.3028 -2.0965 -0.1640
H -3.8517 -3.8148 -0.2467
H -4.8481 -2.9603 -2.2289
```

---

Entry 12:
Molecular formula: C6H25NO6
Method: DFT, ωB97M-V/def2-TZVPD

orbital gap (alpha / beta): 11.11 / 5.70 eV
LUMO (alpha / beta): -3.1 / -8.5 eV
2S+1: 2
charge: +1
highest occupied orbital energy (alpha / beta): -14.2 / -14.2 eV
F_max: 3.99 eV/Å
⟨S²⟩: 0.756

Structure (XYZ):
```
38
C6H25NO6 (ωB97M-V/def2-TZVPD)
C 2.4324 1.0167 -0.6739
N 0.9597 0.9420 -0.9633
C 0.2449 -0.1059 -0.2963
C -1.3276 0.0913 -0.5064
C -1.6701 0.0288 -1.9687
C -2.1938 -1.0000 0.2044
C 0.6751 -1.5973 -0.6732
O 0.7264 -2.3963 0.4842
H 2.5664 0.5484 0.3061
H 2.5700 1.9905 -0.1802
H 3.0204 0.8022 -1.5924
H 0.8862 0.7944 -1.9501
H 0.2073 -0.0436 0.7919
H -1.5643 1.0215 0.0268
H -1.2189 -0.8995 -2.4003
H -2.6915 -0.0193 -2.3324
H -1.2183 0.9154 -2.4244
H -1.8372 -1.9920 -0.0381
H -3.2451 -0.8695 -0.0426
H -2.0691 -1.0128 1.3080
H 1.7203 -1.6507 -0.9787
H -0.1252 -2.0742 -1.2390
H -0.0963 -2.8275 0.7504
H -0.9530 0.2962 3.8253
H -0.4124 -0.8402 2.7172
O -0.6768 -0.6151 3.6016
H -1.0583 3.4510 -2.5802
H -0.7221 2.9730 -1.1534
O -1.1988 3.6408 -1.6487
H -0.0887 -3.0343 -2.9253
H 0.9188 -2.2778 -4.0482
O 0.1054 -2.2968 -3.4951
H 0.0037 1.8889 1.0787
H 0.7173 1.9034 2.4467
O -0.1392 1.8173 2.0196
H 1.4957 0.1308 4.1354
H 1.5762 -0.2187 2.5671
O 1.9146 0.3450 3.3022
```

---

Look up the F_max of the second one. 3.37 eV/Å